C20H22N5O4Re | ωB97M-V/def2-TZVPD

Each line ends with the Löwdin spin population.
Geometry (Å):
Re1 0.058 -0.257 -0.377  0.746
O1 -1.360 -1.921 0.427  0.036
C1 -2.509 -1.452 1.165  0.001
C2 -2.715 0.004 0.873  0.003
C3 -3.875 0.637 1.291  -0.001
C4 -4.012 1.999 1.101  0.003
C5 -2.980 2.706 0.487  0.000
C6 -1.866 2.018 0.075  -0.002
N1 -1.734 0.683 0.258  -0.004
H1 -1.066 -2.768 0.794  0.002
H2 -2.343 -1.591 2.235  0.001
H3 -3.391 -2.025 0.875  0.000
H4 -4.655 0.060 1.770  0.000
H5 -4.909 2.509 1.430  0.000
H6 -3.042 3.773 0.328  0.000
H7 -1.044 2.519 -0.419  -0.001
C7 -1.505 1.326 -4.098  0.000
C8 -1.151 0.162 -3.252  0.005
O2 -0.772 0.387 -2.037  0.007
N2 -1.215 -1.064 -3.691  0.010
C9 -0.787 -2.231 -2.903  0.005
C10 0.711 -2.201 -2.756  0.004
C11 1.525 -2.999 -3.533  0.001
C12 2.904 -2.833 -3.486  0.001
C13 3.426 -1.832 -2.686  0.001
C14 2.563 -1.075 -1.920  0.006
N3 1.228 -1.265 -1.919  0.010
H8 -2.218 1.950 -3.558  0.000
H9 -1.929 1.025 -5.053  0.000
H10 -0.606 1.922 -4.272  0.000
H11 -1.513 -1.201 -4.649  0.000
H12 -1.119 -3.125 -3.424  0.000
H13 -1.301 -2.211 -1.942  0.003
H14 1.079 -3.740 -4.183  0.000
H15 3.553 -3.464 -4.079  0.000
H16 4.488 -1.636 -2.641  0.000
H17 2.943 -0.298 -1.271  0.002
O3 1.306 -1.336 0.605  0.071
N4 1.890 -0.950 1.744  0.011
N5 1.463 0.188 2.056  -0.010
O4 0.558 0.728 1.243  0.102
C15 1.892 0.924 3.216  -0.002
C16 2.985 0.437 3.927  -0.003
C17 3.377 1.142 5.049  0.000
C18 2.691 2.293 5.428  -0.005
C19 1.607 2.757 4.689  0.001
C20 1.189 2.071 3.563  -0.004
H18 3.514 -0.453 3.616  0.000
H19 4.224 0.797 5.625  0.000
H20 3.009 2.836 6.308  0.000
H21 1.087 3.654 4.992  0.000
H22 0.350 2.418 2.979  0.000

Force components x, y, z for each atom (eV/Å):
-1.7408 -1.0937 -0.2439
0.5993 0.6926 -0.4476
-0.1895 0.1708 0.1272
-0.0179 0.0045 0.0653
0.0265 -0.0861 -0.0033
0.0218 0.0423 -0.0162
-0.0349 0.0070 -0.0067
-0.0589 -0.1117 0.0138
-0.0250 0.3605 0.1934
0.2830 0.0332 -0.0747
0.0484 -0.0107 -0.0224
0.0753 -0.0598 -0.0585
0.0015 0.0072 0.0003
0.0037 0.0022 -0.0035
-0.0042 -0.0012 0.0037
-0.0046 0.0057 0.0145
-0.0110 -0.0333 -0.0340
0.1866 0.2361 0.2489
-0.2941 0.2037 -0.7101
-0.0671 -0.0639 -0.0725
-0.0078 0.0291 0.0212
0.0390 0.1302 0.0490
-0.0388 0.0143 -0.0318
-0.0042 -0.0090 0.0061
0.0301 0.0475 -0.0133
-0.1083 -0.0455 0.0395
0.3192 -0.2489 -0.1000
-0.0062 0.0017 -0.0210
0.0101 0.0145 -0.0103
-0.0077 -0.0104 -0.0002
-0.0388 -0.0422 0.0047
0.0519 -0.0013 -0.0414
-0.0210 -0.0186 0.0010
0.0081 -0.0128 0.0114
-0.0030 0.0069 -0.0049
-0.0022 -0.0017 -0.0008
0.0407 -0.0182 0.0521
0.7652 -0.8631 0.8256
-0.3487 0.7201 -0.0980
0.4062 -0.7661 0.0001
0.1518 0.8202 0.3969
-0.0780 -0.1243 -0.1751
0.0044 0.0575 0.0606
-0.0131 0.0040 -0.0177
-0.0205 0.0108 -0.0022
0.0317 -0.0137 0.0255
0.0414 0.0173 0.0323
-0.0123 0.0007 -0.0054
-0.0053 0.0069 0.0100
0.0002 0.0055 -0.0074
0.0060 -0.0022 0.0103
0.0120 -0.0146 0.0097

Electronic energy in eV: -38838.342
Highest occupied orbital energy (spin up / spin down) in eV: -17.3 / -17.3
Relative energy (zero: lowest compared OMol25 entry of this formula, charge and spin) in kJ/mol: 144.2
<S²>: 0.8433
Net charge: +3
2S+1: 2
Gap between HOMO and LUMO (spin up / spin down) in eV: 6.0290 / 6.3576

---

C37H93CaN6O13 | ωB97M-V/def2-TZVPD

Each line ends with the Löwdin charge.
Geometry (Å):
Ca1 8.744 -8.219 -12.512  1.341
C1 9.466 -7.569 -9.781  -0.190
O1 8.916 -8.066 -10.957  -0.458
H1 9.301 -8.197 -8.906  0.059
H2 10.549 -7.686 -9.743  0.081
H3 9.264 -6.518 -9.578  -0.044
C2 10.216 -5.194 -10.592  -0.154
O2 10.551 -3.809 -10.209  -0.062
C3 11.530 -3.671 -9.199  -0.234
C4 11.608 -2.236 -8.665  -0.131
N1 12.257 -1.283 -9.629  -0.069
C5 12.149 0.069 -9.264  -0.230
C6 10.731 0.649 -9.480  -0.210
O3 10.969 2.043 -9.327  -0.195
C7 9.809 2.806 -9.588  -0.119
H4 11.123 -5.711 -10.907  0.058
H5 9.662 -5.292 -11.526  0.120
H6 9.669 -5.854 -9.920  -0.057
H7 12.510 -3.993 -9.551  0.120
H8 11.345 -4.340 -8.359  0.050
H9 12.091 -2.225 -7.688  0.099
H10 10.540 -2.040 -8.568  0.112
H11 12.093 -1.516 -10.598  0.103
H12 12.840 0.626 -9.897  0.123
H13 12.486 0.121 -8.229  0.124
H14 9.985 0.198 -8.826  0.115
H15 10.475 0.455 -10.522  0.118
H16 9.454 2.661 -10.608  0.082
H17 10.134 3.843 -9.497  0.089
H18 8.989 2.612 -8.897  0.084
C8 9.635 -10.636 -7.933  -0.063
O4 8.262 -10.382 -7.540  -0.181
C9 7.668 -9.274 -8.253  -0.198
C10 6.227 -9.141 -7.721  -0.161
N2 5.401 -8.504 -8.704  -0.095
C11 5.580 -7.044 -8.885  -0.136
C12 4.465 -6.489 -9.800  -0.255
O5 3.170 -6.634 -9.216  -0.148
C13 2.195 -5.964 -10.057  -0.055
H19 10.201 -9.768 -7.593  0.083
H20 9.679 -10.778 -9.013  0.026
H21 9.991 -11.448 -7.298  0.102
H22 7.686 -9.589 -9.297  0.091
H23 8.257 -8.368 -8.116  0.086
H24 6.257 -8.477 -6.857  0.118
H25 5.836 -10.114 -7.425  0.133
H26 4.474 -8.561 -8.308  0.117
H27 6.531 -6.762 -9.337  0.076
H28 5.484 -6.569 -7.908  0.141
H29 4.476 -7.076 -10.719  0.087
H30 4.709 -5.464 -10.077  -0.006
H31 1.173 -6.244 -9.803  0.100
H32 2.352 -6.144 -11.120  0.090
H33 2.392 -4.898 -9.937  0.046
C14 12.279 -3.850 -14.349  -0.067
O6 11.739 -5.155 -14.128  -0.248
C15 12.304 -5.853 -12.979  -0.129
C16 11.220 -6.613 -12.149  -0.204
N3 10.432 -7.459 -13.005  -0.258
C17 11.077 -8.684 -13.349  -0.161
C18 10.953 -9.826 -12.310  -0.129
O7 9.591 -10.181 -11.932  -0.384
C19 9.537 -11.271 -11.011  -0.033
H34 13.367 -3.915 -14.365  0.093
H35 12.023 -3.037 -13.671  0.091
H36 11.991 -3.463 -15.327  0.096
H37 12.865 -5.214 -12.297  0.077
H38 13.026 -6.587 -13.339  0.116
H39 10.561 -5.889 -11.671  -0.037
H40 11.616 -7.247 -11.355  0.102
H41 10.441 -6.870 -13.825  0.094
H42 12.029 -8.603 -13.873  0.143
H43 10.474 -9.085 -14.164  0.125
H44 11.562 -9.547 -11.450  0.119
H45 11.453 -10.693 -12.742  0.136
H46 8.583 -11.447 -10.512  0.106
H47 10.308 -11.053 -10.272  0.085
H48 9.704 -12.160 -11.619  0.114
C20 0.498 -0.736 -12.185  -0.089
O8 1.186 -1.821 -11.524  -0.183
C21 2.568 -1.651 -11.724  -0.227
C22 3.120 -2.880 -11.044  -0.231
N4 4.565 -2.776 -10.851  -0.032
C23 5.163 -4.005 -10.305  -0.208
C24 6.669 -3.972 -10.284  -0.135
O9 6.979 -5.135 -9.561  -0.248
C25 8.311 -5.406 -9.220  -0.095
H49 -0.546 -0.780 -11.873  0.089
H50 0.605 -0.712 -13.269  0.086
H51 0.867 0.221 -11.818  0.082
H52 2.980 -0.804 -11.175  0.128
H53 2.808 -1.723 -12.784  0.133
H54 2.973 -3.742 -11.695  0.116
H55 2.618 -3.196 -10.130  0.109
H56 4.625 -1.976 -10.237  0.112
H57 4.755 -4.761 -10.976  0.096
H58 4.721 -4.185 -9.325  0.154
H59 7.065 -3.162 -9.672  0.151
H60 7.017 -3.850 -11.310  0.086
H61 8.372 -6.208 -8.485  0.132
H62 8.757 -4.551 -8.713  0.145
H63 8.898 -5.659 -10.104  -0.005
C26 9.338 -5.071 -13.718  -0.051
O10 8.581 -5.896 -12.809  -0.281
C27 7.184 -5.491 -12.613  -0.093
C28 6.457 -6.497 -11.716  -0.168
N5 6.845 -7.828 -12.171  -0.192
C29 6.243 -8.761 -11.198  -0.140
C30 6.582 -10.263 -11.557  -0.107
O11 7.810 -10.410 -12.260  -0.388
C31 7.842 -11.333 -13.320  -0.062
H64 8.708 -4.824 -14.573  0.108
H65 10.156 -5.520 -14.281  0.072
H66 9.594 -4.058 -13.408  0.125
H67 6.656 -5.390 -13.561  0.140
H68 7.171 -4.502 -12.156  0.070
H69 5.380 -6.335 -11.674  0.109
H70 6.829 -6.393 -10.697  0.086
H71 6.373 -7.895 -13.061  0.141
H72 5.167 -8.612 -11.103  0.119
H73 6.655 -8.703 -10.190  0.061
H74 5.760 -10.620 -12.177  0.123
H75 6.689 -10.946 -10.715  0.127
H76 7.664 -12.357 -12.990  0.106
H77 8.745 -11.395 -13.928  0.106
H78 7.065 -11.081 -14.041  0.100
C32 12.349 -1.938 -4.765  -0.108
O12 12.207 -2.856 -5.847  -0.232
C33 12.177 -4.252 -5.347  -0.125
C34 11.590 -5.189 -6.468  -0.183
N6 12.595 -5.526 -7.486  -0.050
C35 11.860 -6.361 -8.395  -0.217
C36 12.841 -6.795 -9.545  -0.158
O13 13.027 -5.725 -10.433  -0.258
C37 14.160 -5.866 -11.324  -0.067
H79 11.771 -2.213 -3.883  0.083
H80 12.002 -0.926 -4.975  0.085
H81 13.392 -1.780 -4.491  0.088
H82 11.437 -4.386 -4.558  0.112
H83 13.169 -4.565 -5.023  0.126
H84 10.663 -4.804 -6.892  0.114
H85 11.296 -6.114 -5.973  0.123
H86 12.752 -4.753 -8.117  0.070
H87 10.901 -5.945 -8.703  0.089
H88 11.783 -7.289 -7.830  0.133
H89 12.408 -7.600 -10.137  0.088
H90 13.758 -7.164 -9.084  0.139
H91 13.833 -6.609 -12.051  0.071
H92 15.030 -6.115 -10.716  0.114
H93 14.468 -4.989 -11.894  0.114

Force components x, y, z for each atom (eV/Å):
-3.7233 -6.2497 -16.9605
2.6536 -3.4894 0.8092
2.5885 3.6750 18.8499
0.0237 0.7445 -0.7140
0.3068 -0.0342 -0.8587
-0.7869 -8.5139 2.0110
5.4231 5.5186 1.8153
-1.8628 -0.6666 -0.6976
0.6711 0.6348 0.4738
-0.4489 -0.1039 -2.1871
0.1951 -3.0328 0.9518
-0.6030 0.1934 -0.3638
2.1613 0.6303 -0.1197
-1.3150 -0.3524 0.2956
0.5823 0.5930 -0.0612
0.7696 3.2407 5.0807
-1.7317 2.3692 0.8970
9.8548 3.0249 -1.8475
-0.0855 0.4008 -0.5385
-1.0555 1.3491 -0.7794
-0.0061 0.1483 -0.4185
-0.2977 0.6500 0.5236
-0.3270 0.1418 0.1091
-0.0621 0.3751 0.1911
-0.1532 0.4926 0.0996
-0.1723 0.3603 0.2564
-0.3263 -0.1584 -0.2147
-0.0739 -0.1590 -0.1976
-0.2656 0.0536 0.0630
-0.0089 -0.1237 0.1880
-1.3838 1.0228 1.3114
0.3978 0.0958 -0.1408
-0.6134 -2.1104 1.5330
1.5196 0.8519 0.0296
-1.8363 0.3672 0.2555
-1.1894 -1.3308 0.2782
-0.0703 -2.0683 1.1324
-0.4083 0.2057 -0.4749
1.0458 0.2041 0.6377
0.4773 0.2156 -0.3816
0.1596 0.0572 1.3500
-0.1318 -0.3404 -0.5081
0.0905 0.4007 -0.0313
-1.1134 -0.4767 0.6646
0.2182 -0.2454 0.7250
0.0231 0.0342 -0.1931
-0.5100 -0.2043 -0.3150
-0.8956 -1.3938 1.1129
0.2457 0.4301 0.2243
-0.7358 -0.2072 0.4142
-1.0752 -3.7552 1.7864
0.2786 0.0122 0.2878
0.1172 -0.5266 -0.1951
-0.7105 -0.2142 0.1659
0.8845 -0.0485 -0.5456
2.2615 0.3455 0.7298
-1.1075 0.1152 -0.3869
1.5208 -2.3475 -4.4461
7.4533 2.6575 -2.6182
-1.3921 -2.2002 -1.3539
1.2426 -0.2252 0.8433
7.4236 0.5087 -0.0259
1.4108 -0.0639 -0.9368
0.1632 0.0554 0.0116
-0.4424 -0.4884 0.7379
-0.2399 -0.5393 -0.1551
-1.6123 0.7132 -1.5471
-0.2153 0.1465 -0.8802
1.1928 -3.4996 -5.4510
0.0575 0.2952 -0.7214
-0.4735 -0.8905 -0.5420
0.5702 -0.1064 0.8152
-0.2743 -0.2091 -0.6262
-0.0802 -0.0567 0.5540
0.0231 -0.1761 -0.1398
0.1160 0.7135 -0.1178
0.2241 -0.8677 -0.6464
0.5100 -0.4227 0.3995
-0.2582 -0.1042 1.0633
-0.6887 1.7264 -1.1644
-0.2630 -1.9195 1.2646
1.2957 -1.4789 -0.7426
0.1591 0.6719 -0.2121
-1.0692 4.5011 -1.2673
-0.5735 1.3041 2.0723
0.3566 1.5746 0.9075
-5.4592 3.0218 2.7128
0.0094 -0.2130 -0.3220
0.0013 -0.4653 -0.0879
0.2220 0.1176 0.1182
-0.1520 0.6686 -0.4858
0.2648 0.6364 -0.0443
-0.2027 -0.0657 -0.3351
-0.3652 0.9155 0.2607
0.9075 0.0414 0.3615
0.6865 1.6161 -1.1357
0.3991 0.1757 0.4131
-0.2611 0.6358 -0.1730
0.0614 1.0222 2.2081
-1.2416 0.4632 0.4116
0.2830 0.5241 -0.3598
-8.0931 3.4286 -0.5091
-3.0058 0.7091 -1.9562
-1.2629 0.8447 -0.8865
0.1726 0.0327 -0.6803
2.1091 0.4237 -0.8456
-7.0555 1.3200 1.1613
1.1472 -2.3629 -0.5446
-1.3069 -0.0075 -1.2332
-5.9269 0.2273 -1.7444
-1.5158 -0.6371 -0.7231
-0.8343 0.0099 -0.1342
-0.9009 0.0947 1.1493
0.3462 -0.2849 1.0777
0.2767 -0.2374 -0.5046
0.4112 -1.6034 -2.0659
0.7646 0.1774 -0.9718
-0.2467 -0.2636 -1.5508
-0.4900 -0.6886 -0.5297
0.2597 -0.5366 -0.1786
-0.1213 1.1814 -1.2298
-0.1599 -0.3474 -0.0779
-0.5933 0.3503 0.5412
-0.1809 -0.1153 0.2529
0.5113 0.7193 0.6740
-0.3131 -0.1188 -0.0933
0.2338 0.4321 0.2687
-0.3143 -1.3750 1.5986
-1.3447 0.4773 -1.8902
2.1552 0.7481 1.5242
-0.7937 -0.0231 0.2385
2.5815 -2.6971 -0.3266
-1.0126 0.2284 0.4943
1.8851 1.0768 -0.0452
1.0477 -1.3486 1.9246
0.0597 -0.4367 0.0478
-0.2711 -0.1617 -0.8629
0.2003 -0.4339 0.1415
0.2098 0.6125 0.4952
-0.0354 -0.0440 -0.0827
-0.2018 0.4726 0.1431
0.1856 -0.1978 0.0695
1.0834 0.5702 1.1970
0.3959 -0.4595 0.1825
-0.9269 -0.3532 -0.1430
0.2609 -0.5845 0.5644
0.1766 0.2569 0.0240
1.6726 -0.5140 0.8607
0.0641 -0.4720 -0.0713
-0.4552 0.3958 0.5107

Electronic energy in eV: -93826.736
Highest occupied orbital energy in eV: -9.8
Net charge: +1
Gap between HOMO and LUMO in eV: 7.6929

---

The lowest electronic energy belongs to which entry?
C37H93CaN6O13

---

Among the records above, which one has the highest electronic energy?
C20H22N5O4Re

---

Among the records above, which one has the highest electronic energy?
C20H22N5O4Re